Record 1
Computed, not measured: 2 unconnected molecules or ions with the total composition CH13NSi4 in a non-equilibrium geometry, with ωB97M-V/def2-TZVPD.

```
19
Properties=species:S:1:pos:R:3
Si 2.23681 0.68903 -0.57274
Si -2.32528 1.65547 -0.44204
Si -0.50656 0.39539 0.65402
Si 0.59611 -1.86025 -1.03426
N 0.79467 -0.28218 -0.35037
C -0.65045 -0.99507 1.88006
H -1.66016 1.63177 -1.76150
H -0.74100 -2.34101 -0.64483
H -2.78440 3.03833 0.13235
H 0.41969 1.94794 1.74219
H -1.42045 -1.71264 1.49645
H -3.77147 1.24087 -0.71906
H 0.38805 -1.60453 1.84990
H 1.74983 -2.66683 -0.49832
H 1.08979 -1.55217 -2.42834
H -0.88842 -0.62119 2.87777
H 3.18997 0.43624 0.46140
H 2.67711 0.50055 -1.93236
H 1.60617 2.10028 -0.71032
```

- multiplicity = 3
- relative energy (zero: lowest compared OMol25 entry of this formula, charge and spin) (eV) = 0.160
- total charge = 0
- Kohn-Sham gap (spin up / spin down) (Ha) = 0.2172 / 0.2396
- electronic energy (hartree) = -1258.37937
- HOMO energy (spin up / spin down) (hartree) = -0.196 / -0.347
- LUMO (spin up / spin down) (eV) = 0.57 / -2.91

Record 2
Computed, not measured: C5H14N4 in the gas phase in a non-equilibrium geometry, with ωB97M-V/def2-TZVPD.

```
23
Properties=species:S:1:pos:R:3
N 0.37613 -0.44867 -0.28112
N -2.98237 1.12135 -0.24607
N -0.11043 1.25961 1.30563
N -2.31844 -0.89296 0.62523
C 0.09832 -0.95152 -1.63639
C 1.88839 -0.11254 -0.19996
C -0.42101 0.72885 -0.00088
C 2.47811 -0.63875 1.09884
C -1.99410 0.24904 0.10737
H 2.41944 -0.60388 -1.02405
H 0.71333 -1.83438 -1.84426
H 3.56019 -0.46609 1.11864
H -1.43552 -1.39708 0.81065
H -0.22725 0.49792 1.97209
H -0.33767 1.50981 -0.76555
H 2.05282 -0.14829 1.97820
H -0.93874 -1.28288 -1.74382
H -3.89760 0.68101 -0.26437
H -2.80139 1.73021 -1.03296
H -0.81410 1.95273 1.55366
H 2.31360 -1.71708 1.19458
H 2.07513 0.96063 -0.31986
H 0.30314 -0.19703 -2.40559
```

- multiplicity = 1
- relative energy (zero: lowest compared OMol25 entry of this formula, charge and spin) (eV) = 0.398
- total charge = 0
- structure (SMILES) = [H]/N=C(/N)[C@@H](N)N(C)CC
- Kohn-Sham gap (Ha) = 0.3656
- electronic energy (hartree) = -417.91387
- HOMO energy (hartree) = -0.330
- LUMO (eV) = 0.98

Record 3
Computed, not measured: 4 unconnected molecules or ions with the total composition C20H48N7O4 in a non-equilibrium geometry, with ωB97M-V/def2-TZVPD.

```
79
Properties=species:S:1:pos:R:3
O 2.80879 1.42462 3.95950
O -6.84290 -1.32736 -1.55139
O 4.66110 0.70735 -2.00966
O 4.69434 4.60606 6.54269
N 4.10791 5.64440 8.45426
N -7.34645 -3.17624 -2.73638
N 2.08411 -1.24843 0.14649
N 2.67068 5.58290 6.70693
N -8.20583 -2.88596 -0.66279
N 4.07889 3.22026 4.44831
N 2.30257 3.42784 3.06116
C -0.17699 -2.37092 -0.69716
C 3.87652 5.23750 7.19310
C 1.43799 -2.49122 -0.42632
C 1.34920 -0.43856 1.20783
C -0.81522 -3.82536 -1.22130
C 1.95001 1.27049 -0.57407
C -3.40783 -2.93001 -1.59641
C 6.11139 0.51814 -2.27406
C -7.42772 -2.39504 -1.64425
C 6.49978 -1.06048 -2.63361
C -2.39398 -3.93922 -0.79667
C 4.27828 0.15306 -0.69664
C -3.03277 0.27707 -3.21602
C 2.64796 -0.19727 -0.80737
C -3.86350 -1.14435 -3.51028
C -2.87227 -2.41270 -3.05602
C -4.67686 1.35110 -1.26781
C 0.65505 0.77644 0.31101
C 3.04813 2.61493 3.83120
C -4.03318 1.51598 -2.76721
H -1.78787 -1.97305 -3.06518
H -3.77256 -2.00524 -0.93651
H -0.33207 -1.51978 -1.50711
H -2.15433 0.10908 -2.42591
H -2.45150 -3.62127 0.35279
H 6.96681 -1.50942 -1.64618
H -8.69534 -3.76290 -0.72086
H -2.99525 -3.23313 -3.90590
H -5.68798 0.76269 -1.38141
H 2.45615 5.29603 5.76087
H 5.50300 -1.64161 -2.91906
H 4.66545 2.64411 5.03767
H -8.29419 -2.32894 0.17701
H 6.80403 0.99016 -1.45664
H -0.15467 0.43255 -0.46667
H 0.14158 1.66966 0.88070
H -6.77070 -2.84348 -3.49879
H 2.48383 4.41031 2.94291
H 7.32585 -1.13219 -3.48493
H 4.80326 -0.86019 -0.42144
H -2.53600 0.62876 -4.24212
H 6.33569 1.12464 -3.27733
H 0.51410 -1.02031 1.82470
H -4.90655 1.61217 -3.55858
H 1.98411 6.10246 7.22722
H -4.94152 2.41582 -0.84668
H -0.80981 -2.05262 0.23841
H -0.61626 -3.90654 -2.37225
H -0.20388 -4.66701 -0.68532
H -7.82060 -4.05841 -2.83157
H 1.51654 3.01201 2.57874
H 1.76626 1.63327 -1.69643
H -4.80339 -1.14473 -2.81322
H -3.40302 2.50945 -2.76586
H -2.76602 -5.06728 -0.82523
H -3.95214 0.84975 -0.48655
H 2.12812 0.10670 1.89970
H -4.11936 -1.25159 -4.66338
H 3.44704 6.16507 9.00584
H 4.44925 0.89452 0.20387
H 2.93164 -1.61949 0.66702
H 5.00400 5.40505 8.85828
H 1.94167 -2.67642 -1.48525
H 2.59291 -0.60391 -1.92499
H -4.40275 -3.55663 -1.80263
H 1.67761 -3.43030 0.22977
H 2.47974 2.02818 0.15654
H 4.29194 4.19898 4.35489
```

- multiplicity = 1
- total charge = +1
- Kohn-Sham gap (Ha) = 0.3394
- electronic energy (hartree) = -1474.69082
- HOMO energy (hartree) = -0.420
- LUMO (eV) = -2.20

Record 4
Computed, not measured: a gas-phase ion, C11H18N3O (charge +1) in a non-equilibrium geometry, with ωB97M-V/def2-TZVPD.

```
33
Properties=species:S:1:pos:R:3
O -1.66370 0.14084 1.13976
N -3.04053 0.20854 0.94955
N 2.13677 -1.78237 0.10324
N 0.74522 1.01107 0.95487
C -1.08346 -0.09016 -0.08746
C 0.94585 2.13344 -1.22409
C 0.95211 -1.52485 0.16429
C 2.73845 -3.08250 0.32753
C 1.53225 0.57466 2.11702
C 0.38560 0.10965 -0.16188
C 1.37630 2.23255 0.20422
C -2.05145 -0.33519 -0.97863
C -4.67044 -0.38267 -0.81085
C 0.97426 0.64869 -1.39948
C -3.26083 -0.14341 -0.27017
H 1.05948 -0.22224 2.62312
H 0.38135 0.30225 -2.24382
H 1.64970 1.45829 2.76314
H 1.43328 2.80274 -1.95217
H -5.47258 0.01325 -0.14397
H 3.39321 -2.81363 1.02340
H -4.81883 -1.47179 -0.92520
H -0.22473 1.30394 1.31191
H 2.48832 0.22657 1.63352
H 0.10627 -1.96611 0.53168
H -1.95474 -0.66966 -1.99715
H -4.69587 0.33673 -1.70047
H -0.13478 2.34253 -1.40996
H 2.47740 2.08688 0.40127
H 3.29622 -3.10173 -0.62617
H 1.01425 3.08838 0.66858
H 1.99478 -3.81527 0.66242
H 1.99084 0.38059 -1.64808
```

- multiplicity = 1
- relative energy (zero: lowest compared OMol25 entry of this formula, charge and spin) (eV) = 2.644
- total charge = +1
- structure (SMILES) = C/N=C/[C@]1(c2cc(C)no2)CCC[N@@H+]1C
- Kohn-Sham gap (Ha) = 0.3862
- electronic energy (hartree) = -669.07378
- HOMO energy (hartree) = -0.473
- LUMO (eV) = -2.36

Record 5
Computed, not measured: 3 unconnected molecules or ions with the total composition C22H55F3N6O3P2Si in a non-equilibrium geometry, with ωB97M-V/def2-TZVPD.

```
92
Properties=species:S:1:pos:R:3
P 3.20103 -0.87512 -1.21278
P -0.25225 -4.66864 3.14869
Si -1.72823 6.31777 -4.02326
F -2.56481 2.56434 -0.52477
F -3.76373 1.51735 -2.08670
F -1.10188 1.37895 -3.37587
O 0.76926 -4.11992 2.18330
O -6.08627 6.79640 -1.46058
O 3.66583 0.46543 -0.69514
N 4.07761 -1.86534 -0.12707
N 0.07923 -3.64989 4.50217
N -1.82397 -5.19873 3.76558
N 0.35735 -6.26707 3.25018
N 2.99525 -2.23768 -2.32698
N 1.51074 -0.71905 -0.90169
C -1.55131 4.44329 -4.09850
C 5.06396 -1.18939 0.71444
C -1.62743 2.38481 -2.64804
C -0.18460 7.26325 -3.48069
C -4.27591 5.80385 -2.69169
C 0.79170 0.21183 -1.75098
C 3.56493 -3.01855 0.58862
C -2.25820 -5.07699 5.14023
C 3.43853 -1.88448 -3.68913
C -1.08908 3.76574 -2.78434
C -4.89813 6.01889 -1.30807
C 0.54662 -7.05074 4.45559
C -0.32915 -2.26318 4.36874
C -3.20091 6.88818 -2.97679
C 0.66132 6.60624 -2.38307
C 0.68864 -1.34360 0.10827
C 1.41329 -6.61692 2.29821
C -2.91909 -4.76742 2.87368
C 1.69971 7.55014 -1.77223
C 0.74320 -3.94489 5.74853
C 1.80951 -3.06232 -2.41359
C -2.63233 2.13728 -1.78221
H 1.17759 -6.26340 1.30022
H 1.61772 -3.29980 5.89776
H 4.59202 -0.65332 1.54738
H 0.71476 -8.09859 4.19713
H -3.08057 -3.68376 2.91880
H 0.61938 -0.21332 -2.75034
H -0.10316 -1.95725 -0.34664
H -0.33336 -7.06586 5.09621
H -6.44429 6.92318 -0.57959
H 3.51903 -2.77087 -4.32105
H -3.17161 -5.66488 5.25775
H -2.51677 4.00201 -4.36393
H -3.85458 -5.26946 3.12538
H 1.51142 -7.70194 2.22962
H 4.43182 -1.42520 -3.65160
H 0.19337 -0.59212 0.73851
H 1.49649 -3.45423 -1.44884
H -1.41741 -2.14611 4.49324
H 2.05817 7.11963 -0.83619
H 2.91813 -2.73531 1.42426
H -5.16924 5.04677 -0.88358
H -0.53206 8.21914 -3.07521
H 2.38529 -6.20370 2.59536
H -3.83890 4.80848 -2.70911
H -2.48540 -4.04386 5.43654
H -0.05661 -1.86509 3.38662
H -5.10403 5.92063 -3.38500
H 4.38867 -3.59665 1.01618
H 3.04574 -3.72654 -0.05378
H 0.95392 -2.54898 -2.87435
H 0.42543 7.51942 -4.34832
H 2.04818 -3.93150 -3.03191
H 1.35200 1.14535 -1.87062
H 5.76271 -1.91799 1.13088
H 5.65583 -0.48434 0.14077
H -4.20686 6.52291 -0.63079
H 2.75608 -1.17302 -4.17044
H -3.67190 7.69258 -3.54264
H 0.15565 -1.63340 5.11346
H -2.68228 -5.02963 1.83740
H -1.29513 4.35415 -1.89373
H 1.09942 -4.96884 5.80720
H 0.07272 -3.78453 6.60559
H -2.84862 7.34542 -2.05165
H 1.14804 5.71095 -2.76493
H 0.00166 3.68176 -2.83513
H -1.54212 -5.48744 5.84726
H 1.42154 -6.72685 5.02976
H -0.87805 4.14419 -4.90111
H 2.57058 7.61336 -2.42163
H -2.00949 6.75865 -5.41608
H 1.27986 8.52232 -1.52820
H 1.24608 -1.99159 0.77773
H -0.17718 0.47370 -1.33325
H 0.00987 6.29099 -1.56346
```

- multiplicity = 1
- total charge = 0
- structure (SMILES) = CCC[Si@H](CCCO)CCC(F)=C(F)F.CN(C)P(=O)(N(C)C)N(C)C.CN(C)P(=O)(N(C)C)N(C)C
- Kohn-Sham gap (Ha) = 0.2859
- electronic energy (hartree) = -2697.09238
- HOMO energy (hartree) = -0.279
- LUMO (eV) = 0.18

Record 6
Computed, not measured: 2 unconnected molecules or ions with the total composition C5H15NO2 in a non-equilibrium geometry, with ωB97M-V/def2-TZVPD.

```
23
Properties=species:S:1:pos:R:3
O 0.02510 -1.51901 0.78587
O 3.01821 0.07256 2.78662
N -2.87983 0.66857 -0.26634
C 0.62257 -1.81543 -0.46624
C -1.58966 1.19100 0.22580
C -0.47374 1.68208 -0.85161
C 0.99886 -0.46261 -1.07439
C -0.11272 0.37029 -1.58035
H -0.70459 2.54959 -1.48193
H -3.50970 1.40088 -0.50133
H -1.65472 1.98033 0.82788
H 1.62437 -0.79964 -1.92819
H 2.19921 -0.41851 2.64180
H -0.12207 0.70985 -2.70171
H 1.57263 0.09493 -0.28821
H 0.48691 2.07670 -0.44919
H -1.07197 -0.19407 -1.81008
H 0.05324 -2.52038 -1.21578
H 3.58872 -0.46963 2.25445
H -1.12123 0.34857 0.70772
H -0.89718 -1.13606 0.71563
H -2.76684 -0.06574 -0.92538
H 1.46360 -2.45718 -0.08040
```

- multiplicity = 1
- relative energy (zero: lowest compared OMol25 entry of this formula, charge and spin) (eV) = 2.858
- total charge = 0
- structure (SMILES) = NCCCCCO.O
- Kohn-Sham gap (Ha) = 0.3706
- electronic energy (hartree) = -404.65003
- HOMO energy (hartree) = -0.339
- LUMO (eV) = 0.85

Record 7
Computed, not measured: 2 unconnected molecules or ions with the total composition C9H9O3S in a non-equilibrium geometry, with ωB97M-V/def2-TZVPD.

```
22
Properties=species:S:1:pos:R:3
S 0.12556 -1.47473 2.35663
O -3.48732 0.04620 -1.05861
O -3.62843 -1.80087 0.23049
O -2.02733 0.87665 1.20594
C -0.94271 1.65405 1.67246
C -1.83162 -0.11206 0.37368
C -0.32518 -1.67974 -0.74081
C 0.74867 -1.97661 -1.54762
C 1.45952 -0.95949 -2.17441
C -3.17112 -0.76020 -0.17610
C -0.68267 -0.34652 -0.48356
C 1.06187 0.35470 -2.00237
C 0.00936 0.66447 -1.16036
H 1.04452 -3.00543 -1.69617
H 2.30618 -1.19408 -2.80553
H -0.30932 1.69321 -1.07674
H -0.16112 0.96174 2.02641
H -0.87986 -2.46246 -0.24844
H -1.33445 2.24182 2.50205
H 1.57536 1.14898 -2.52741
H -0.53522 2.31834 0.91099
H -1.07744 -1.91902 2.69172
```

- multiplicity = 1
- relative energy (zero: lowest compared OMol25 entry of this formula, charge and spin) (eV) = 1.629
- total charge = -1
- Kohn-Sham gap (spin up / spin down) (Ha) = 0.2365 / 0.2366
- electronic energy (hartree) = -972.25172
- HOMO energy (spin up / spin down) (hartree) = -0.134 / -0.134
- LUMO (spin up / spin down) (eV) = 2.80 / 2.80

Record 8
Computed, not measured: 10 unconnected molecules or ions with the total composition H20O10 in a non-equilibrium geometry, with ωB97M-V/def2-TZVPD.

```
30
Properties=species:S:1:pos:R:3
O -14.81911 -20.29299 17.29379
O -13.12685 -22.28097 15.68537
O -14.70803 -24.45132 13.96938
O -19.30334 -23.25591 15.56048
O -11.79858 -24.76023 15.41861
O -13.22235 -21.89257 18.84531
O -13.90892 -24.01697 20.23597
O -15.11965 -23.89697 16.73033
O -17.08458 -22.17818 17.05445
O -13.03417 -25.75233 17.91818
H -13.82725 -23.42383 19.51725
H -14.82700 -24.20318 14.88220
H -13.83454 -23.55072 21.06636
H -12.51730 -25.51431 15.46209
H -18.62759 -23.16140 16.23378
H -18.84484 -22.97595 14.76887
H -13.60026 -21.86948 14.96758
H -16.44793 -21.52238 16.70346
H -12.84749 -21.03993 19.17315
H -14.40755 -19.93148 16.48018
H -12.60865 -21.60533 16.11722
H -14.25973 -20.90248 17.75709
H -12.99641 -25.62323 18.87958
H -12.47414 -22.51677 18.71485
H -12.27363 -23.92920 15.21270
H -16.91469 -22.00017 18.00242
H -13.91319 -25.51362 17.74672
H -14.56355 -23.16594 16.87739
H -16.00604 -23.53398 16.75426
H -14.64727 -25.36066 13.93138
```

- multiplicity = 1
- relative energy (zero: lowest compared OMol25 entry of this formula, charge and spin) (eV) = 3.190
- total charge = 0
- structure (SMILES) = O.O.O.O.O.O.O.O.O.O
- Kohn-Sham gap (Ha) = 0.3447
- electronic energy (hartree) = -764.36468
- HOMO energy (hartree) = -0.370
- LUMO (eV) = -0.69

The lowest electronic energy belongs to which entry? C22H55F3N6O3P2Si

Number 3 is which compound? C20H48N7O4

Please write out number 4 again, unchanged.
Computed, not measured: a gas-phase ion, C11H18N3O (charge +1) in a non-equilibrium geometry, with ωB97M-V/def2-TZVPD.

```
33
Properties=species:S:1:pos:R:3
O -1.66370 0.14084 1.13976
N -3.04053 0.20854 0.94955
N 2.13677 -1.78237 0.10324
N 0.74522 1.01107 0.95487
C -1.08346 -0.09016 -0.08746
C 0.94585 2.13344 -1.22409
C 0.95211 -1.52485 0.16429
C 2.73845 -3.08250 0.32753
C 1.53225 0.57466 2.11702
C 0.38560 0.10965 -0.16188
C 1.37630 2.23255 0.20422
C -2.05145 -0.33519 -0.97863
C -4.67044 -0.38267 -0.81085
C 0.97426 0.64869 -1.39948
C -3.26083 -0.14341 -0.27017
H 1.05948 -0.22224 2.62312
H 0.38135 0.30225 -2.24382
H 1.64970 1.45829 2.76314
H 1.43328 2.80274 -1.95217
H -5.47258 0.01325 -0.14397
H 3.39321 -2.81363 1.02340
H -4.81883 -1.47179 -0.92520
H -0.22473 1.30394 1.31191
H 2.48832 0.22657 1.63352
H 0.10627 -1.96611 0.53168
H -1.95474 -0.66966 -1.99715
H -4.69587 0.33673 -1.70047
H -0.13478 2.34253 -1.40996
H 2.47740 2.08688 0.40127
H 3.29622 -3.10173 -0.62617
H 1.01425 3.08838 0.66858
H 1.99478 -3.81527 0.66242
H 1.99084 0.38059 -1.64808
```

- multiplicity = 1
- relative energy (zero: lowest compared OMol25 entry of this formula, charge and spin) (eV) = 2.644
- total charge = +1
- structure (SMILES) = C/N=C/[C@]1(c2cc(C)no2)CCC[N@@H+]1C
- Kohn-Sham gap (Ha) = 0.3862
- electronic energy (hartree) = -669.07378
- HOMO energy (hartree) = -0.473
- LUMO (eV) = -2.36